# C4H6N2O

An isolated molecule of C4H6N2O (wB97M-V/def2-TZVPD, OMol25).

As for the total energy: -340.752882 a.u. As for the total charge: 0. Its HOMO-LUMO gap is 9.448 eV. Its spin multiplicity is 1. The largest force on an atom is 0.350 eV Å⁻¹. The calculation puts the HOMO energy at -0.323 hartree.

Each line ends with the Mulliken charge.
Cartesian coordinates (Å):
H 2.65245 0.06625 0.71948  0.25
N 2.06433 0.88426 0.57421  -0.79
C 0.85750 0.52190 0.39729  0.12
N -0.18924 1.39106 0.13667  -0.28
C -1.22097 0.68628 -0.61730  -0.37
C -0.95173 -0.75495 -0.26818  -0.68
C 0.24254 -0.83553 0.32355  0.82
O 0.94701 -1.87803 0.80731  -0.52
H 0.09447 2.30826 -0.17703  0.28
H -1.07499 0.85191 -1.69576  0.21
H -2.23326 1.01132 -0.35040  0.29
H -1.63773 -1.56041 -0.50164  0.34
H 0.44962 -2.69232 0.65180  0.31


# BCdH14O9P

A structure of composition BCdH14O9P (wB97M-V/def2-TZVPD, OMol25).

As for the total energy: -1219.322670 a.u. As for the total charge: -2. Its HOMO-LUMO gap is 3.529 eV. Its spin multiplicity is 1. The largest force on an atom is 4.552 eV Å⁻¹. The calculation puts the HOMO energy at -0.026 hartree.

Each line ends with the Mulliken charge.
Cartesian coordinates (Å):
Cd 0.05723 0.47130 0.08238  0.35
P -3.30249 -0.69256 1.96371  0.83
O -4.09015 0.48541 2.62401  -0.55
O -1.84116 -0.72000 2.45649  -0.51
O -3.06146 -0.38383 0.47643  -0.52
O -4.27875 -1.81486 2.30284  -0.61
B 1.02971 1.67322 -3.23647  0.06
H 1.89080 1.10140 -3.54598  -0.22
H 0.17591 1.07244 -2.96383  -0.35
H 1.33197 2.25275 -2.37798  -0.22
H 0.69932 2.32838 -4.02758  -0.22
O 1.68077 -2.67475 -0.50354  -0.59
H 2.40883 -3.12309 -0.93383  0.28
H 1.80378 -2.85676 0.42811  0.31
O 1.64715 -3.35183 3.91856  -0.65
H 0.95023 -2.71460 3.76212  0.35
H 2.12339 -3.00613 4.67348  0.30
O -1.78147 -2.08048 -4.37596  -0.70
H -1.21524 -1.33106 -4.56029  0.35
H -1.99186 -1.99924 -3.44571  0.34
O -1.23103 3.76181 0.68228  -0.60
H -1.10640 4.67872 0.92718  0.27
H -2.17798 3.62869 0.72461  0.32
O 3.10107 1.59657 1.51398  -0.61
H 3.95136 1.66329 1.07951  0.30
H 3.22647 2.03521 2.35548  0.29


# C23H24HgN6O4Se

A structure of composition C23H24HgN6O4Se (wB97M-V/def2-TZVPD, OMol25).

As for the total energy: -4075.241853 a.u. As for the total charge: -1. As for the expectation value of S²: 0.80. Its HOMO-LUMO gap (alpha / beta) is 5.004 / 6.416 eV. Its spin multiplicity is 2. The largest force on an atom is 0.129 eV Å⁻¹. The calculation puts the HOMO energy (alpha / beta) at -0.092 / -0.144 hartree.

Each line ends with the Mulliken charge.
Cartesian coordinates (Å):
Hg -0.12142 0.17271 0.07011  2.25
C 2.00553 -1.06879 -2.63658  -1.04
O 1.97548 -0.50350 -1.34529  -0.27
C 3.14495 -0.12342 -0.74369  0.85
C 4.37164 -0.20258 -1.37170  -0.66
C 5.53770 0.15986 -0.69413  -0.68
C 5.44634 0.59830 0.61345  -0.72
C 4.21320 0.68928 1.24648  -0.48
C 3.02443 0.33913 0.59371  0.01
N 1.78011 0.43317 1.18652  -0.50
N 1.84345 0.51780 2.51598  -0.18
C 0.76132 0.75932 3.29980  0.05
C -0.53365 1.24846 2.93920  -0.37
O -0.92761 1.52289 1.72406  -0.67
C -1.47346 1.49103 3.98512  -0.15
C -1.21642 1.29011 5.30842  -1.24
C 0.05493 0.80227 5.70987  1.07
C 0.35645 0.57386 7.07102  -0.90
C 1.57952 0.09960 7.46079  -0.44
C 2.55196 -0.16997 6.47957  -0.72
C 2.28102 0.03954 5.15197  -0.48
C 1.02894 0.53870 4.71716  0.58
H 2.64192 -1.95825 -2.65994  0.41
H 0.97795 -1.34906 -2.85779  0.16
H 2.36488 -0.34767 -3.37712  0.38
H 4.43282 -0.55964 -2.39056  0.37
H 6.49528 0.09121 -1.19421  0.38
H 6.34051 0.88449 1.15487  0.36
H 4.13701 1.04487 2.26334  0.41
H -2.43923 1.86101 3.65508  0.40
H -1.97010 1.49498 6.06098  0.32
H -0.41154 0.78502 7.80822  0.35
H 1.79597 -0.07103 8.50860  0.37
H 3.52269 -0.55224 6.77341  0.38
H 3.02554 -0.17706 4.39961  0.41
N -0.84845 -1.67420 1.75888  -0.18
N -1.80298 -2.43826 1.08140  -0.44
C -1.81314 -2.46636 -0.33438  0.44
O -2.42733 -3.40271 -0.84533  -0.78
O -1.23414 -1.51230 -0.95993  -0.70
H -0.04632 -2.20897 2.07203  0.21
H -1.25637 -1.16898 2.53530  0.24
H -2.02523 -3.34436 1.46632  0.23
C -1.59600 4.10304 0.37911  -0.86
N -2.61060 3.12558 0.02388  0.31
C -3.79767 2.92740 0.68864  -0.51
C -4.38366 1.84138 0.14111  -0.39
N -3.54006 1.38173 -0.84618  0.33
C -3.77649 0.22904 -1.70577  -0.68
C -2.44164 2.15982 -0.89686  -0.44
Se -0.95577 1.90991 -1.98757  -0.34
H -2.04617 4.82334 1.05902  0.30
H -1.24577 4.60416 -0.52027  0.36
H -0.77695 3.58280 0.87348  0.24
H -4.10613 3.55990 1.50052  0.45
H -5.31168 1.34990 0.36855  0.43
H -4.69174 -0.25479 -1.37304  0.28
H -2.93879 -0.46468 -1.63457  0.18
H -3.88504 0.56052 -2.73757  0.31


# C3H8S

The ion C3H8S with charge +1 (wB97M-V/def2-TZVPD, OMol25).

As for the total energy: -516.938296 a.u. As for the total charge: +1. As for the expectation value of S²: 0.75. Its HOMO-LUMO gap (alpha / beta) is 12.301 / 7.150 eV. Its spin multiplicity is 2. The largest force on an atom is 1.006 eV Å⁻¹. The calculation puts the HOMO energy (alpha / beta) at -0.600 / -0.600 hartree.

Each line ends with the Mulliken charge.
Cartesian coordinates (Å):
C -1.17403 1.03884 0.17893  -1.24
C -0.40067 -0.18748 -0.27423  -0.45
C 1.02734 -0.16914 0.27423  -0.49
S 1.96219 -1.68400 0.10179  0.24
H -2.24853 0.92781 0.12306  0.34
H -0.89498 1.89999 -0.42701  0.34
H -0.94522 1.30798 1.21395  0.35
H -0.93170 -1.12799 -0.15361  0.42
H -0.30589 -0.17306 -1.36803  0.35
H 1.16830 0.09030 1.33055  0.43
H 1.61988 0.51198 -0.34999  0.43
H 1.12332 -2.43522 -0.64965  0.28


# C4H6BrF

A cluster of 2 separate species, C4H6BrF in total (wB97M-V/def2-TZVPD, OMol25).

As for the total energy: -2829.771221 a.u. As for the total charge: 0. Its HOMO-LUMO gap is 10.222 eV. Its spin multiplicity is 1. The largest force on an atom is 4.141 eV Å⁻¹. The calculation puts the HOMO energy at -0.347 hartree.

Each line ends with the Mulliken charge.
Cartesian coordinates (Å):
F -1.03742 -1.13915 2.10928  -0.21
C -0.31001 -0.08765 1.76751  -0.10
C 0.31356 -0.04975 0.53140  -0.17
C 1.27929 0.39347 -0.72981  -0.51
C 0.46509 -0.93735 -0.65620  -0.15
H -0.44155 0.78419 2.51327  0.28
H 0.99612 1.19685 -1.44679  0.22
H 2.30074 0.27950 -0.58792  0.28
H -0.42253 -1.07747 -1.39931  0.18
H 1.03063 -1.96665 -0.46633  0.21
Br -2.77468 1.17987 -1.02734  -0.23
H -1.39923 1.42414 -0.60776  0.19


# H27O13

A cluster of 13 separate species, H27O13 in total (wB97M-V/def2-TZVPD, OMol25).

As for the total energy: -994.102154 a.u. As for the total charge: 0. As for the expectation value of S²: 0.75. Its HOMO-LUMO gap (alpha / beta) is 2.730 / 10.377 eV. Its spin multiplicity is 2. The largest force on an atom is 2.966 eV Å⁻¹. The calculation puts the HOMO energy (alpha / beta) at -0.112 / -0.399 hartree.

Each line ends with the Mulliken charge.
Cartesian coordinates (Å):
O 1.91863 -3.52727 -0.70922  -0.64
H -2.15240 0.76838 -2.13429  0.28
H -2.13108 1.38464 1.12073  0.25
O 2.58005 3.07894 -0.83085  -0.66
H -0.62241 0.78652 -2.22423  0.45
H -3.11882 -0.53015 2.68345  0.30
O 0.69709 0.63804 -3.79271  -0.71
H 3.27229 2.83851 -0.19229  0.32
O -2.15570 -0.61496 2.80086  -0.56
H -1.91883 2.06601 -0.01542  0.32
H -2.02210 0.34121 2.91323  0.29
O -1.48920 2.10000 0.85249  -1.04
H 1.69493 -3.74683 0.19400  0.33
H 0.72513 -1.72938 -1.38961  0.34
O 1.20456 -1.12735 -0.79283  -0.77
H 2.92202 3.47886 -1.63780  0.31
H 2.00840 -0.92936 -1.31865  0.33
O -0.13182 0.03712 1.42016  -0.88
H 1.51262 2.53798 2.52726  0.27
H -0.18052 -0.12609 0.40384  0.19
O -1.42475 -0.59679 -0.68687  0.06
H -2.32394 -0.25938 -0.44607  0.13
H 0.57243 -0.65660 1.73209  0.35
O 0.88953 -3.06495 2.04395  -0.67
H -4.41246 -1.48487 -0.88296  0.32
H -0.09000 -3.09840 2.03598  0.34
O 2.68610 0.28838 1.68426  -0.43
H 2.59397 -0.46452 1.08295  0.23
H 3.61392 0.52302 1.85156  0.26
O -1.42553 1.17625 -2.61685  -0.69
H -1.48951 -1.42739 -1.23053  0.02
H 2.32058 -2.63930 -0.65477  0.36
O -3.76699 -1.08087 -1.51345  -0.58
H 1.09203 -3.90807 2.46186  0.30
H 0.21238 0.99550 1.43654  0.71
O 0.73958 2.78058 2.01309  -0.70
H 1.02512 1.52280 -3.63945  0.30
H 1.07975 3.35252 1.31340  0.31
H -4.20210 -0.32959 -1.96126  0.29
H -0.30294 0.64690 -3.90160  0.35


# C30H45BrCrN2P2S

A structure of composition C30H45BrCrN2P2S (wB97M-V/def2-TZVPD, OMol25).

As for the total energy: -5978.380391 a.u. As for the total charge: +2. As for the expectation value of S²: 6.08. Its HOMO-LUMO gap (alpha / beta) is 4.923 / 5.586 eV. Its spin multiplicity is 5. The largest force on an atom is 2.469 eV Å⁻¹. The calculation puts the HOMO energy (alpha / beta) at -0.442 / -0.442 hartree.

Each line ends with the Mulliken charge.
Cartesian coordinates (Å):
N -6.85140 5.08640 -5.03706  -0.54
C -6.68477 5.58976 -3.80762  -0.34
C -5.77596 5.02750 -2.88999  -0.49
C -5.02737 3.86660 -3.23313  0.59
C -5.25431 3.35175 -4.53780  -0.44
C -6.15669 4.00271 -5.40643  -0.35
C -4.04773 3.29391 -2.31598  -0.31
Cr -0.97024 0.38232 0.56764  0.36
P 4.76674 -0.49070 0.40197  -0.35
C -3.29052 2.19084 -2.57167  -0.90
C -2.03416 1.94589 -1.90152  1.16
C -0.97836 1.42844 -2.64849  -0.46
C 0.34367 1.53231 -2.16898  -0.64
C 0.55206 1.79001 -0.82085  0.05
C -0.49041 2.43379 -0.01096  -1.11
C -1.82231 2.29034 -0.54824  -0.36
Br 1.97588 0.98201 0.10470  0.26
H -3.89277 3.83584 -1.39021  0.35
H -3.58338 1.48140 -3.33403  0.50
H -5.66974 5.55306 -1.94335  0.35
H -4.71727 2.48228 -4.91653  0.25
H -7.29889 6.47799 -3.56834  0.35
H -6.32261 3.63669 -6.43342  0.36
H -1.22957 1.00707 -3.62566  0.46
H -2.70800 2.60311 -0.00622  0.46
H 1.19313 1.40034 -2.83683  0.56
H -0.26661 3.03490 0.87385  0.59
P -0.62977 -1.94538 0.08723  0.92
C 5.02877 1.35498 0.42731  -0.17
C 6.42453 1.85059 0.01914  -1.39
H 4.84271 1.66836 1.46400  0.40
H 4.25286 1.84652 -0.17880  0.25
H 6.49369 2.93808 0.17025  0.40
H 7.21473 1.39865 0.63323  0.36
H 6.65320 1.69608 -1.04147  0.32
C 4.03653 -1.03402 -1.20288  1.08
C 4.99539 -2.01173 -1.88707  -1.46
H 3.84136 -0.16774 -1.84991  0.37
H 3.07255 -1.53035 -1.06997  -0.67
H 4.71137 -2.16916 -2.93459  0.41
H 6.01890 -1.61490 -1.87283  0.40
H 4.97504 -3.00292 -1.41019  0.34
C 3.63220 -1.11671 1.70872  0.67
C 4.45641 -1.75103 2.83804  -1.46
H 2.94093 -1.87085 1.31111  -0.18
H 3.01746 -0.31614 2.12150  0.02
H 3.87360 -2.48143 3.41370  0.36
H 5.34967 -2.27059 2.46519  0.42
H 4.77679 -0.99056 3.56244  0.35
C -0.65600 -3.15412 1.41995  0.32
C -1.57688 -4.35430 1.24920  -1.29
H -0.94584 -2.55969 2.30424  -0.79
H 0.38313 -3.46940 1.59726  0.49
H -2.61469 -4.10013 1.48526  0.35
H -1.52687 -4.79880 0.24929  0.31
H -1.27963 -5.12878 1.96373  0.42
C 0.61601 -2.56094 -1.09865  0.86
C 0.22109 -2.31164 -2.54730  -1.20
H 0.86584 -3.62460 -0.92244  0.66
H 1.53243 -2.00175 -0.86714  -1.37
H -0.76485 -2.73953 -2.75458  0.34
H 0.20076 -1.24142 -2.78538  0.19
H 0.93534 -2.78322 -3.23645  0.46
C -2.29003 -1.82279 -0.69365  -0.79
C -3.56009 -1.68274 0.16746  -1.29
H -2.40811 -2.67376 -1.37632  0.68
H -2.26825 -0.90976 -1.31634  0.30
H -3.87751 -0.64107 0.30153  0.28
H -4.39319 -2.18546 -0.33842  0.38
H -3.48576 -2.13781 1.15716  0.25
S -1.43351 -0.16919 2.77649  -0.52
C -0.33039 -0.46256 4.07362  0.52
N -0.57644 -1.57559 4.86067  -0.03
C -0.00884 -1.74952 6.08937  -0.30
C 0.92048 -0.84942 6.55835  -0.66
C 1.28985 0.21738 5.73507  -0.24
C 0.69969 0.39007 4.48101  -0.40
H -1.29241 -2.23662 4.55811  0.26
H -0.38757 -2.58664 6.65505  0.45
H 1.30847 -0.94577 7.56841  0.43
H 1.99508 0.95408 6.10943  0.46
H 0.97136 1.19919 3.80704  0.39